The following is a quantum chemistry calculation of C5H10O in the gas phase, from OMol25.

Last column: Mulliken charge in e.
Cartesian coordinates (Å):
C -0.810 -1.474 -0.847  -1.274
C -0.540 0.015 -0.825  0.007
C -1.075 0.866 0.301  -0.942
C 0.398 0.713 0.148  0.914
C 1.209 -0.031 1.186  -1.291
O 1.019 1.879 -0.332  -0.562
H -1.873 -1.675 -0.666  0.289
H -0.551 -1.913 -1.816  0.305
H -0.244 -2.019 -0.078  0.301
H -0.564 0.501 -1.799  0.420
H -1.501 1.837 0.068  0.296
H -1.545 0.347 1.133  0.267
H 1.035 0.387 2.183  0.262
H 2.280 0.061 0.970  0.364
H 0.968 -1.100 1.216  0.301
H 1.793 1.604 -0.843  0.344

Calculated values
F_max: 0.348 eV/Å
2S+1: 1
calculated total energy: -271.7134 a.u.
gap between HOMO and LUMO: 10.463 eV
LUMO energy: 0.0378 Eh
charge: 0
SMILES string: C[C@H]1C[C@]1(C)O
energy above the lowest of the compared OMol25 structures with the same formula, charge and spin: 103.0 kJ/mol

---

The following is a quantum chemistry calculation of C5H10O in the gas phase at a distorted geometry, from OMol25.

Last column: Mulliken charge in e.
Cartesian coordinates (Å):
C -0.288 1.265 -0.689  -1.141
C -0.626 -0.034 0.052  0.557
C -1.554 -1.043 -0.619  -1.530
C 0.782 -0.630 0.113  0.093
C 1.740 0.292 0.676  -0.758
O 1.302 -1.233 1.216  -0.536
H 0.824 1.385 -0.503  0.290
H -0.727 2.179 -0.292  0.319
H -0.397 1.182 -1.773  0.335
H -0.974 0.177 1.074  0.265
H -2.606 -0.746 -0.625  0.373
H -1.470 -1.999 -0.085  0.362
H -1.241 -1.217 -1.657  0.352
H 1.058 -1.077 -0.849  0.313
H 2.748 0.460 0.290  0.342
H 1.412 1.034 1.401  0.365

Calculated values
F_max: 2.974 eV/Å
2S+1: 1
calculated total energy: -271.6523 a.u.
gap between HOMO and LUMO: 10.922 eV
LUMO energy: 0.0388 Eh
charge: 0
SMILES string: CC(C)[C@H]1CO1
energy above the lowest of the compared OMol25 structures with the same formula, charge and spin: 263.4 kJ/mol

---

The following is a quantum chemistry calculation of C5H10O in the gas phase at a distorted geometry, from OMol25.

Last column: Mulliken charge in e.
Cartesian coordinates (Å):
O 0.120 -1.677 -1.252  -0.671
C 0.718 -0.591 -1.601  -0.412
C 1.078 0.492 -0.606  0.123
C 0.724 0.827 0.751  -1.005
C -0.514 -0.220 1.389  -0.498
C -1.662 -0.155 0.364  -0.990
H 1.746 -0.862 -1.951  0.368
H 1.891 1.067 -1.058  0.383
H 0.214 -0.081 -2.454  0.321
H 1.505 0.748 1.512  0.350
H 0.170 1.745 0.944  0.368
H 0.125 -1.099 1.372  0.344
H -0.628 0.225 2.370  0.418
H -2.635 -0.031 0.819  0.373
H -1.316 0.631 -0.307  0.253
H -1.538 -1.019 -0.292  0.275

Calculated values
F_max: 4.683 eV/Å
2S+1: 1
calculated total energy: -271.5505 a.u.
gap between HOMO and LUMO: 6.802 eV
LUMO energy: -0.0547 Eh
charge: 0
energy above the lowest of the compared OMol25 structures with the same formula, charge and spin: 530.6 kJ/mol

---

The following is a quantum chemistry calculation of a molecular structure, C5H10O, from OMol25.

Last column: Mulliken charge in e.
Cartesian coordinates (Å):
C -0.741 -0.594 1.878  -0.667
O -1.071 0.220 0.765  -0.447
C 0.194 0.206 -0.538  0.920
C 1.542 0.423 0.049  -1.285
C -0.519 -0.678 -1.358  -0.795
C -0.479 0.792 -1.720  -0.652
H -1.641 -0.799 2.466  0.257
H -0.306 -1.549 1.548  0.313
H -0.025 -0.060 2.507  0.255
H 2.231 0.514 -0.799  0.415
H 1.610 1.347 0.631  0.285
H 1.879 -0.419 0.661  0.297
H -0.130 -1.520 -1.916  0.197
H -1.380 -0.452 -0.081  0.510
H -1.375 1.404 -1.608  0.153
H 0.210 1.167 -2.484  0.244

Calculated values
F_max: 0.368 eV/Å
2S+1: 1
calculated total energy: -271.5723 a.u.
gap between HOMO and LUMO: 8.936 eV
LUMO energy: 0.0355 Eh
charge: 0
energy above the lowest of the compared OMol25 structures with the same formula, charge and spin: 473.5 kJ/mol